ORCA calculation (ωB97M-V/def2-TZVPD) on a structure of composition C14H47AsF6O9.

Geometry as XYZ:
```
77
Properties=species:S:1:pos:R:3:forces:R:3:mulliken_spin:R:1
O 1.29493 -0.23846 -3.15433 -0.79 2.46 -0.08 0.000
H 2.22294 -0.20938 -2.91031 2.29 -0.28 0.67 0.000
H 0.96768 -1.13389 -3.26713 -0.67 -2.59 -0.30 0.000
H 1.24478 0.24633 -3.98140 -0.39 0.30 -0.48 0.000
As -0.54954 0.69529 -0.20271 2.38 0.81 1.83 0.000
F -0.25679 -0.89294 -1.01252 -0.68 1.54 0.62 0.000
F -0.42151 -0.07987 1.38915 -0.68 0.53 -1.53 0.000
F -0.80210 2.31725 0.55437 -0.12 -1.59 -0.73 0.000
F -0.59238 1.51842 -1.78145 -0.39 -0.84 0.81 -0.001
F -2.33233 0.48326 -0.18951 0.88 -0.04 -0.55 -0.002
F 1.22837 0.97876 -0.06367 -1.83 -0.32 -0.72 0.000
C -3.46590 -2.86196 -1.09781 0.26 0.69 -2.06 0.000
C -2.81846 -3.28947 0.15295 0.60 -0.56 0.16 0.000
C -3.37283 -2.70329 1.36661 -0.64 0.49 1.82 0.000
O -2.85794 -4.70039 0.25450 0.43 -0.49 -0.20 0.000
H -3.21889 -1.83445 -1.36484 -0.28 0.35 0.39 0.000
H -4.54269 -3.00571 -1.18705 -0.07 -0.05 0.37 0.000
H -2.99836 -3.39217 -1.92750 -0.15 -0.40 -0.07 0.000
H -1.77832 -2.96359 0.15587 0.35 -0.41 -0.38 0.000
H -4.42223 -2.95789 1.51509 -0.34 0.45 -0.33 0.000
H -3.16041 -1.63421 1.37264 -0.42 0.11 0.25 0.000
H -2.91937 -3.16393 2.24428 0.42 0.17 -0.01 0.000
H -3.76434 -4.94863 0.05854 -0.13 -0.30 0.05 0.000
C -3.90848 4.93502 1.88536 0.19 0.93 -1.02 0.015
C -3.46454 3.77110 2.69693 0.75 -0.88 0.53 0.010
C -2.31093 4.07135 3.66022 0.51 0.06 -0.17 0.055
O -4.55209 3.36916 3.48915 -0.10 -0.38 -0.21 0.201
H -4.65924 4.57968 1.17953 -0.29 0.18 0.07 0.010
H -3.10025 5.39059 1.31323 0.30 -0.19 -0.02 0.008
H -4.30036 5.75511 2.48701 -0.28 -0.07 0.10 0.003
H -3.16658 2.93614 2.06277 -0.16 -0.12 0.03 -0.006
H -2.60652 4.85125 4.36199 0.10 0.10 0.03 0.001
H -1.42912 4.38216 3.09994 -0.04 0.20 -0.05 0.003
H -2.01936 3.17869 4.21360 -0.27 -0.01 -0.01 -0.003
H -4.72114 4.17024 3.99044 -0.63 0.06 0.60 -0.003
C 5.71164 -0.55975 -1.33653 -0.87 -0.28 -0.36 0.000
C 4.41290 -1.23037 -1.94132 3.27 -0.15 2.57 0.000
C 3.37452 -1.35767 -0.87447 -0.67 0.27 -0.17 0.000
O 3.93083 -0.42942 -2.96011 -1.46 0.74 -1.37 0.000
H 5.52185 0.42639 -0.91275 -0.31 0.03 -0.01 0.000
H 6.45194 -0.42017 -2.12429 0.19 -0.18 0.00 0.000
H 6.12106 -1.17959 -0.53886 0.08 -0.08 -0.17 0.000
H 4.77005 -2.20097 -2.28554 -0.41 -0.22 -0.42 0.000
H 3.67715 -1.94344 -0.00649 0.14 -0.02 -0.24 0.000
H 2.47537 -1.81269 -1.28988 -0.21 -0.21 0.16 0.000
H 3.11660 -0.34806 -0.55463 -0.11 -0.01 0.23 0.000
H 4.62968 -0.18746 -3.57220 0.09 0.06 -0.03 0.000
C 3.63462 2.93969 0.10748 -0.42 -0.70 0.09 0.000
O 4.88231 3.55668 0.00461 0.58 0.39 -0.34 0.000
H 3.79624 1.92034 0.45806 -0.06 0.12 0.32 0.000
H 2.98838 3.48423 0.79592 -0.23 -0.19 0.07 0.000
H 3.14363 2.82698 -0.85912 -0.19 0.19 -0.18 0.000
H 4.72983 4.38194 -0.46154 0.31 0.15 0.05 0.000
C 0.98902 -3.40492 1.30640 -0.95 -0.95 -0.36 0.000
O 1.73440 -4.35022 0.46636 -0.38 1.08 1.16 0.000
H 1.34629 -3.22714 2.32072 1.31 0.18 -0.56 0.000
H 0.74488 -2.51119 0.73217 0.38 0.29 0.34 0.000
H 0.03745 -3.84198 1.60904 -0.42 -0.32 -0.50 0.000
H 1.09881 -4.56608 -0.21996 0.07 -0.25 -0.08 0.000
C -0.34296 -3.47102 -3.03404 -0.37 -0.57 -0.39 0.000
O 0.63271 -2.64876 -3.65513 0.84 0.35 -0.19 0.000
H -1.14983 -3.56889 -3.76031 -0.61 0.28 0.58 0.000
H 0.03515 -4.48978 -2.94885 0.17 0.06 0.54 0.000
H -0.57610 -3.01391 -2.07238 -0.38 -0.29 -0.21 0.000
H 1.16730 -3.23714 -4.19330 0.32 0.34 -0.20 0.000
C 2.63693 -0.19327 3.18508 -1.31 0.92 0.92 0.000
O 3.52102 0.73588 3.79783 1.08 -0.26 -0.53 0.000
H 2.99982 -0.65727 2.26795 0.53 0.26 0.29 0.000
H 2.32278 -0.93884 3.91552 0.18 -0.45 -0.14 0.000
H 1.73735 0.37357 2.94517 -0.29 -0.28 -0.48 0.000
H 3.08529 1.19991 4.51644 -0.20 -0.20 -0.11 0.000
C -3.66902 3.08273 -1.75586 -0.63 -1.08 -1.47 0.065
O -4.10126 1.72672 -1.74454 -0.55 2.23 -0.11 0.551
H -3.70556 3.60491 -0.79979 -0.12 -0.19 0.92 0.059
H -2.62361 3.12189 -2.06190 0.32 -0.04 0.06 0.028
H -4.34238 3.60736 -2.43370 0.06 0.01 0.09 0.011
H -3.39280 1.18117 -1.39519 1.12 -0.95 0.85 -0.005
```
Positions in Å, forces in eV/Å.

orbital gap (spin up / spin down): 8.8 / 2.2 eV
spin multiplicity: 2
LUMO energy (spin up / spin down): -2.8 / -9.3 eV
total charge: +1
DFT total energy: -4073.33904 a.u.